No. 1
{"formula": "C3H5NO4", "method": "ωB97M-V/def2-TZVPD", "orbital_gap_ha": 0.393, "spin_multiplicity": 1, "total_charge": 0, "de_lowest_kj_mol": 300.7, "homo_energy_ev": -9.85, "total_energy_ev": -12869.759, "elements": ["C", "O", "C", "O", "O", "C", "N", "O", "H", "H", "H", "H", "H"], "positions_angstrom": [[-2.911, -0.189, -0.020], [-1.542, -0.732, -0.084], [-0.555, 0.167, 0.080], [-0.565, 1.361, 0.077], [0.550, -0.627, 0.128], [1.757, 0.150, 0.031], [2.738, -0.635, 0.136], [3.873, 0.189, -0.089], [-3.086, 0.263, 0.918], [-3.367, -1.173, -0.086], [-3.151, 0.527, -0.815], [1.628, 1.188, -0.106], [4.633, -0.489, -0.169]], "atomic_forces_ev_per_a": [[1.133, -1.535, -0.867], [-0.454, 2.207, 0.363], [0.232, -2.066, -0.834], [-0.640, 0.092, 0.272], [1.117, 2.377, 0.079], [-1.867, -4.064, 0.705], [0.769, 1.988, -0.663], [2.222, -2.162, 0.025], [-0.109, 0.437, 1.084], [-1.117, 0.577, -0.185], [0.253, -0.486, -0.016], [0.290, 0.987, -0.234], [-1.829, 1.649, 0.272]]}

=====

No. 2
{"formula": "C3H5NOP", "method": "ωB97M-V/def2-TZVPD", "orbital_gap_ha": 0.263, "spin_multiplicity": 1, "total_charge": -1, "de_lowest_kj_mol": 109.5, "homo_energy_ev": -2.47, "total_energy_ev": -16014.043, "elements": ["O", "N", "C", "P", "C", "C", "H", "H", "H", "H", "H"], "positions_angstrom": [[-0.978, 0.851, 1.754], [-0.302, 0.617, 0.740], [-0.291, 1.283, -0.311], [0.535, 0.263, -1.632], [1.154, -0.753, -0.420], [0.182, -0.846, 0.661], [-0.729, 2.303, -0.325], [-0.914, 0.196, -1.539], [1.523, -1.676, -0.956], [-0.835, -1.310, 0.346], [0.654, -0.929, 1.681]], "atomic_forces_ev_per_a": [[-1.648, 1.107, 3.251], [0.038, -2.615, 0.874], [2.015, 2.698, -2.343], [-0.344, 2.126, -0.407], [1.504, -2.225, -1.607], [-0.312, 1.953, 0.328], [0.124, -0.997, -0.020], [-1.173, -1.454, -1.430], [-0.200, 0.517, 1.028], [1.209, -0.147, 1.180], [-1.214, -0.963, -0.855]]}